# 1
The following is a DFT calculation (ωB97M-V with the def2-TZVPD basis set) of a structure of composition C18H37N7O2V.

The orbital gap (alpha / beta) is 0.307 / 0.330 Eh. Its charge is +3. The expectation value of S² is 2.01. The max |F| comes out at 0.006 hartree/bohr. The energy above the lowest of the compared OMol25 structures with the same formula, charge and spin is 0.0 kJ/mol. The calculation puts the total energy at -2185.0806 Eh. As for the multiplicity: 3.

Last column: Mulliken charge in e.
Cartesian coordinates (Å):
V  1.72  -0.50  -0.48  1.308
C  2.32  2.06  -1.67  -1.132
N  2.90  0.69  -1.73  0.667
C  2.95  0.27  -3.16  -1.107
C  4.27  0.68  -1.13  -0.816
C  4.18  0.75  0.38  -0.906
N  3.29  -0.33  0.90  0.776
C  4.04  -1.60  1.02  -1.275
C  2.76  0.04  2.25  -1.242
H  2.98  2.75  -2.19  0.416
H  2.20  2.39  -0.64  0.357
H  1.34  2.06  -2.15  0.335
H  3.54  0.99  -3.73  0.404
H  1.94  0.23  -3.56  0.305
H  3.42  -0.71  -3.24  0.405
H  4.85  1.51  -1.53  0.415
H  4.76  -0.24  -1.45  0.406
H  3.77  1.71  0.70  0.441
H  5.17  0.66  0.83  0.417
H  4.80  -1.50  1.79  0.397
H  4.53  -1.85  0.08  0.399
H  3.36  -2.41  1.30  0.355
H  3.59  0.19  2.93  0.392
H  2.14  -0.77  2.62  0.345
H  2.16  0.95  2.18  0.482
N  -2.40  -0.66  -0.38  -0.575
C  -2.17  0.48  0.50  0.247
C  -2.92  1.76  0.07  -0.765
C  -2.83  2.97  1.00  -1.067
C  -3.67  2.89  2.28  -0.888
N  -5.09  3.07  1.99  -0.103
C  -6.04  3.23  2.92  0.743
N  -5.74  3.09  4.20  -0.322
N  -7.29  3.50  2.55  -0.368
C  -0.68  0.75  0.64  0.033
O  -0.18  1.36  1.54  -0.593
O  0.08  0.27  -0.38  -0.727
H  -2.41  -0.37  -1.35  0.254
H  -3.31  -1.07  -0.19  0.285
H  -2.48  0.19  1.51  0.350
H  -3.96  1.46  -0.09  0.371
H  -2.54  2.05  -0.91  0.427
H  -3.14  3.86  0.46  0.462
H  -1.80  3.15  1.30  0.387
H  -3.34  3.68  2.96  0.525
H  -3.52  1.92  2.78  0.509
H  -5.36  3.23  1.03  0.253
H  -4.80  2.91  4.51  0.195
H  -6.43  3.23  4.92  0.211
H  -7.54  3.64  1.59  0.197
H  -8.01  3.64  3.24  0.204
C  0.70  -6.28  -2.81  -1.458
C  0.96  -4.92  -2.25  1.026
C  2.24  -4.35  -2.27  -1.070
C  2.43  -3.09  -1.77  -0.215
N  1.43  -2.36  -1.23  0.060
C  0.19  -2.89  -1.21  -0.201
C  -0.07  -4.15  -1.70  -0.756
H  1.59  -6.90  -2.78  0.402
H  0.40  -6.18  -3.85  0.320
H  -0.10  -6.78  -2.27  0.405
H  3.08  -4.90  -2.68  0.467
H  3.42  -2.64  -1.78  0.448
H  -0.60  -2.27  -0.79  0.291
H  -1.08  -4.53  -1.65  0.491

=====

# 2
The following is a DFT calculation (ωB97M-V with the def2-TZVPD basis set) of a cluster of 4 separate species, C18H37N8O4S in total at a distorted geometry.

The orbital gap is 0.300 Eh. Its charge is +1. The max |F| comes out at 0.070 hartree/bohr. The calculation puts the total energy at -1844.9854 Eh.

Last column: Mulliken charge in e.
Cartesian coordinates (Å):
N  2.31  5.10  -0.30  -0.231
C  1.15  4.67  -0.68  0.458
N  0.16  5.61  -0.99  -0.517
C  -0.47  4.95  -2.18  -0.650
C  -0.46  3.50  -1.69  -0.276
N  0.73  3.39  -0.79  0.209
C  1.87  2.54  -1.29  -0.989
C  1.47  1.10  -1.59  -0.052
C  2.63  0.13  -1.32  -1.367
C  3.01  -0.67  -2.58  -1.054
S  4.10  0.38  -3.59  -0.209
C  5.38  -0.65  -4.11  0.454
N  5.36  -1.41  -5.15  -0.229
N  6.57  -2.04  -5.21  -0.362
C  7.26  -1.61  -4.22  0.035
O  6.58  -0.74  -3.47  -0.263
H  3.15  4.56  -0.24  0.219
H  2.38  6.08  -0.05  0.298
H  -0.51  5.60  -0.22  0.335
H  0.25  5.01  -2.98  0.324
H  -1.45  5.37  -2.36  0.433
H  -0.64  2.69  -2.39  0.491
H  -1.33  3.45  -1.04  0.014
H  2.62  2.53  -0.50  0.459
H  2.35  3.01  -2.15  0.482
H  0.65  0.87  -0.90  -0.052
H  1.08  1.01  -2.59  0.425
H  3.53  0.67  -1.06  0.594
H  2.40  -0.52  -0.49  0.797
H  2.12  -0.87  -3.17  0.542
H  3.47  -1.62  -2.31  0.496
H  8.26  -1.90  -4.01  0.432
C  -3.93  2.68  0.61  0.073
O  -2.99  3.45  0.44  -0.639
N  -3.82  1.39  0.94  0.163
C  -4.98  0.54  1.14  -0.929
C  -2.49  0.82  1.12  -1.108
H  -4.98  3.01  0.51  0.293
H  -4.99  0.14  2.15  0.377
H  -4.95  -0.29  0.43  0.318
H  -5.90  1.10  0.97  0.289
H  -1.96  1.36  1.91  0.268
H  -1.92  0.92  0.19  0.405
H  -2.58  -0.23  1.38  0.393
C  0.71  -2.91  -0.97  0.371
O  -0.44  -2.88  -1.38  -0.645
N  1.25  -3.93  -0.28  0.078
C  2.63  -3.91  0.17  -0.839
C  0.42  -5.09  0.01  -0.964
H  1.41  -2.09  -1.15  -0.098
H  3.18  -4.75  -0.26  0.349
H  2.66  -3.99  1.26  0.348
H  3.11  -2.98  -0.13  0.238
H  0.07  -5.54  -0.92  0.307
H  -0.45  -4.79  0.59  0.293
H  1.00  -5.83  0.57  0.386
C  -5.24  -2.22  4.17  0.113
O  -5.91  -1.22  3.99  -0.585
N  -3.98  -2.21  4.64  0.136
C  -3.23  -3.44  4.84  -0.938
C  -3.35  -0.94  4.95  -0.789
H  -5.63  -3.23  3.97  0.305
H  -2.94  -3.54  5.89  0.339
H  -2.32  -3.43  4.22  0.336
H  -3.83  -4.30  4.56  0.300
H  -3.93  -0.42  5.71  0.316
H  -3.31  -0.31  4.06  0.097
H  -2.34  -1.11  5.31  0.394

=====

# 3
The following is a DFT calculation (ωB97M-V with the def2-TZVPD basis set) of a structure of composition C18H37O3P3Ru at a distorted geometry.

The orbital gap (alpha / beta) is 0.241 / 0.244 Eh. Its charge is +4. The expectation value of S² is 6.01. The max |F| comes out at 0.178 hartree/bohr. The energy above the lowest of the compared OMol25 structures with the same formula, charge and spin is 44.2 kJ/mol. The calculation puts the total energy at -2050.9937 Eh. As for the multiplicity: 5.

Last column: Mulliken charge in e.
Cartesian coordinates (Å):
P  -4.28  0.06  -1.05  0.790
C  -5.35  -1.36  -1.53  -1.093
H  -6.28  -0.95  -1.92  0.383
H  -5.56  -1.94  -0.62  0.384
H  -4.87  -2.02  -2.27  0.388
C  -5.46  1.41  -1.45  -1.155
H  -4.92  2.27  -1.85  0.360
H  -6.01  1.71  -0.54  0.410
H  -6.19  1.05  -2.19  0.444
C  -3.05  0.21  -2.42  -0.655
H  -3.55  0.41  -3.38  0.481
H  -2.42  -0.68  -2.53  0.424
H  -2.36  1.05  -2.21  -0.128
P  3.76  -0.93  -1.74  0.729
C  3.49  -2.71  -1.49  -1.063
H  4.43  -3.21  -1.75  0.407
H  2.66  -3.03  -2.13  0.388
H  3.23  -2.88  -0.43  0.376
C  4.56  -0.85  -3.38  -1.176
H  4.75  0.21  -3.59  0.395
H  3.91  -1.28  -4.15  0.404
H  5.50  -1.40  -3.27  0.444
C  5.26  -0.64  -0.75  -1.164
H  6.04  -1.20  -1.27  0.442
H  5.11  -0.99  0.28  0.392
H  5.47  0.44  -0.77  0.394
P  0.20  0.54  3.77  0.980
C  -0.10  -0.95  4.74  -1.108
H  -0.61  -0.68  5.69  0.444
H  0.84  -1.46  5.00  0.414
H  -0.75  -1.66  4.20  0.338
C  1.24  1.74  4.61  -1.219
H  1.26  1.53  5.69  0.400
H  0.82  2.74  4.46  0.434
H  2.26  1.71  4.21  0.457
C  -1.33  1.47  3.62  -1.152
H  -1.72  1.64  4.63  0.471
H  -2.03  0.90  3.01  0.277
H  -1.10  2.44  3.15  0.366
Ru  0.44  2.06  -0.99  0.477
C  0.23  0.17  -1.57  0.586
O  0.13  -0.95  -1.94  -0.302
C  0.73  0.25  2.05  0.203
O  1.09  -0.32  1.10  -0.357
C  1.91  3.34  -0.29  -0.564
C  0.64  3.75  0.13  -0.552
C  -0.39  3.90  -0.84  -0.673
C  -0.15  3.56  -2.19  -0.384
C  1.13  3.09  -2.58  -0.820
C  2.15  3.01  -1.62  -0.216
H  2.69  3.20  0.46  0.526
H  0.42  3.84  1.19  0.569
H  -1.37  4.21  -0.52  0.569
H  -0.97  3.59  -2.90  0.621
H  1.31  2.75  -3.58  0.561
H  3.12  2.64  -1.92  0.650
C  -1.86  -2.36  0.90  -0.759
O  -1.71  -0.96  1.18  -0.144
H  -1.00  -2.89  1.29  0.297
H  -1.93  -2.53  -0.19  0.330
H  -2.77  -2.75  1.38  0.322
H  -2.31  -0.45  0.60  -0.045

=====

# 4
The following is a DFT calculation (ωB97M-V with the def2-TZVPD basis set) of a structure of composition C18H37OP3SW at a distorted geometry.

The orbital gap (alpha / beta) is 0.189 / 0.176 Eh. Its charge is +4. The expectation value of S² is 2.14. The max |F| comes out at 0.134 hartree/bohr. The energy above the lowest of the compared OMol25 structures with the same formula, charge and spin is 86.0 kJ/mol. The calculation puts the total energy at -2270.9037 Eh. As for the multiplicity: 3.

Last column: Mulliken charge in e.
Cartesian coordinates (Å):
W  -0.59  -0.04  0.16  1.115
P  -2.40  1.23  0.73  0.755
P  -1.54  -2.17  0.12  0.505
P  -0.39  0.17  -2.25  0.662
H  4.05  2.28  0.38  0.458
C  3.49  2.46  -0.56  -0.555
C  2.64  3.51  -0.51  -0.689
H  2.71  4.16  0.41  0.361
C  -2.71  1.55  2.52  -1.292
C  -4.08  0.75  0.16  -1.231
C  -2.15  2.93  0.11  -1.160
C  -0.32  -3.54  0.12  -1.194
C  -2.56  -2.61  1.58  -1.272
C  -2.68  -2.62  -1.23  -1.297
C  0.72  1.54  -2.68  -0.916
C  -1.97  0.49  -3.11  -1.244
C  0.30  -1.28  -3.10  -1.223
H  3.89  2.03  -1.48  0.409
H  2.25  4.05  -1.37  0.371
H  -1.89  2.15  2.94  0.428
H  -2.79  0.61  3.09  0.358
H  -3.65  2.11  2.65  0.516
H  -4.38  -0.21  0.61  0.347
H  -4.08  0.67  -0.94  0.337
H  -4.80  1.53  0.46  0.553
H  -1.25  3.36  0.56  0.421
H  -3.01  3.57  0.35  0.496
H  -2.02  2.92  -0.98  0.324
H  -0.85  -4.49  -0.03  0.504
H  0.21  -3.55  1.09  0.417
H  0.41  -3.39  -0.68  0.354
H  -3.01  -3.61  1.45  0.520
H  -3.37  -1.88  1.74  0.325
H  -1.97  -2.64  2.50  0.452
H  -3.04  -3.64  -1.05  0.576
H  -2.17  -2.60  -2.20  0.347
H  -3.54  -1.95  -1.25  0.366
H  0.94  1.49  -3.76  0.572
H  1.65  1.47  -2.11  0.070
H  0.24  2.50  -2.42  0.392
H  -1.79  0.60  -4.19  0.539
H  -2.44  1.42  -2.76  0.370
H  -2.70  -0.32  -2.97  0.330
H  0.38  -1.08  -4.17  0.550
H  -0.30  -2.19  -2.97  0.325
H  1.31  -1.48  -2.73  0.321
C  2.84  -0.03  1.41  0.563
C  3.50  -0.85  0.50  -0.372
C  4.75  -1.36  0.83  -0.686
C  5.32  -1.14  2.09  -0.380
C  4.61  -0.39  3.05  -0.724
C  3.33  0.07  2.72  -0.475
S  1.47  0.98  1.05  -0.066
H  1.96  2.29  1.20  0.131
H  3.07  -0.97  -0.48  0.612
H  5.30  -1.95  0.12  0.479
H  6.32  -1.52  2.33  0.464
H  5.04  -0.11  4.04  0.448
H  2.69  0.58  3.45  0.485
O  -0.41  -1.12  3.27  -0.203
C  -0.48  -0.68  2.19  0.053